1.
Density functional theory data (the ωB97M-V functional and the def2-TZVPD basis) for a structure of composition C3H8F9KO13S3 at a distorted geometry.

Positions of all 37 atoms, in Å:
K: 0.18 -1.70 -1.49
C: 1.54 5.36 -2.58
F: 1.63 5.01 -1.32
F: 0.47 6.09 -2.80
F: 2.59 6.16 -2.93
S: 1.63 3.75 -3.65
O: 0.62 2.87 -3.06
O: 1.35 4.13 -5.05
O: 2.99 3.21 -3.53
C: 3.44 0.68 5.46
F: 2.45 1.35 6.07
F: 4.62 1.18 5.79
F: 3.41 -0.60 5.87
S: 3.31 0.65 3.48
O: 2.87 2.00 3.01
O: 4.66 0.34 3.03
O: 2.28 -0.40 3.20
C: -5.14 -0.63 3.98
F: -6.33 -1.09 4.36
F: -5.26 0.55 3.51
F: -4.30 -0.69 5.01
S: -4.51 -1.75 2.54
O: -3.51 -0.91 1.82
O: -3.96 -3.00 3.13
O: -5.67 -1.96 1.64
O: -0.72 -6.18 -1.50
H: -1.43 -6.72 -1.16
H: 0.08 -6.64 -1.26
O: -3.42 1.07 -3.00
H: -3.65 0.97 -2.08
H: -2.51 1.36 -2.99
O: -1.22 -1.88 -5.79
H: -1.10 -1.17 -6.42
H: -1.93 -2.41 -6.17
O: 4.45 -3.01 -1.80
H: 4.84 -3.17 -0.94
H: 5.20 -2.83 -2.37

Output
energy relative to the best compared isomer or geometry (same formula, charge and spin): 3.859 eV
spin multiplicity: 1
charge: -2
HOMO-LUMO gap: 6.41 eV
E_tot: -103149.2442 eV
LUMO level: 2.4 eV

---

2.
Density functional theory data (the ωB97M-V functional and the def2-TZVPD basis) for a structure of composition C38H48N6O3S2V.

Positions of all 98 atoms, in Å:
V: 0.50 -0.13 1.70
C: 2.26 -2.72 -4.13
C: 2.13 -1.55 -3.18
C: 1.85 -0.35 -3.70
C: 0.07 1.10 -2.70
C: -0.40 2.33 -2.46
N: -1.60 2.69 -1.88
C: -1.65 4.02 -1.27
C: -0.92 4.16 0.07
C: 0.58 3.88 0.01
N: 1.36 4.58 1.03
C: 0.99 4.64 2.35
C: 0.57 3.65 3.26
C: -0.05 4.15 4.44
C: -0.40 3.37 5.53
C: -1.04 3.99 6.75
C: -0.08 2.03 5.49
C: 0.50 1.47 4.33
C: 1.08 0.16 4.48
N: 1.42 -0.64 3.54
C: 2.17 -1.83 3.93
C: 3.68 -1.69 3.66
C: 4.17 -2.42 2.42
N: 3.65 -1.77 1.23
C: 2.67 -2.24 0.59
C: 2.14 -1.46 -0.57
C: 2.34 -1.96 -1.79
C: 0.11 -0.12 -0.25
O: -0.41 0.93 0.31
C: 0.78 2.22 3.17
O: 1.29 1.65 2.11
H: 2.06 -2.42 -5.16
H: 1.55 -3.51 -3.86
H: 3.26 -3.15 -4.08
H: 1.72 -0.32 -4.77
H: 0.24 3.17 -2.72
H: -1.93 1.97 -1.24
H: -2.69 4.30 -1.15
H: -1.22 4.72 -2.00
H: -1.38 3.50 0.81
H: -1.09 5.19 0.43
H: 0.99 4.21 -0.95
H: 0.76 2.81 0.09
H: 1.69 5.47 0.70
H: 1.06 5.64 2.77
H: -0.25 5.21 4.47
H: -1.37 5.01 6.55
H: -0.35 4.02 7.59
H: -1.92 3.41 7.06
H: -0.27 1.40 6.35
H: 1.27 -0.15 5.52
H: 1.76 -2.68 3.39
H: 2.01 -2.01 4.99
H: 4.23 -2.07 4.52
H: 3.93 -0.63 3.56
H: 3.90 -3.48 2.48
H: 5.26 -2.37 2.37
H: 0.91 -1.55 1.33
H: 2.79 -2.95 -1.73
C: -2.19 -3.61 0.24
C: -0.82 -3.21 0.75
S: -0.93 -1.92 1.96
C: 0.26 -3.85 0.26
C: 0.16 -4.85 -0.87
S: 1.89 -3.82 0.99
H: -2.95 -2.94 0.63
H: -2.44 -4.63 0.55
H: -2.24 -3.59 -0.85
H: -0.81 -5.33 -0.92
H: 0.92 -5.62 -0.78
H: 0.33 -4.34 -1.83
C: -4.60 -1.23 -1.77
C: -3.71 -0.19 -2.45
N: -2.90 -0.75 -3.52
C: -3.61 -1.27 -4.69
C: -3.56 -2.79 -4.79
C: -1.56 -0.64 -3.63
O: -0.97 -0.96 -4.66
C: -0.76 -0.12 -2.46
C: 1.55 0.97 -3.04
C: 2.45 1.34 -1.87
C: 2.41 0.91 -0.62
N: 1.55 -0.18 -0.20
C: -0.69 -0.78 -1.31
H: -5.14 -0.77 -0.94
H: -4.00 -2.05 -1.38
H: -5.34 -1.64 -2.46
H: -3.06 0.26 -1.72
H: -4.33 0.61 -2.87
H: -3.17 -0.83 -5.58
H: -4.65 -0.92 -4.62
H: -2.52 -3.11 -4.85
H: -4.08 -3.13 -5.68
H: -4.02 -3.25 -3.92
H: 1.76 1.72 -3.81
H: 3.21 2.09 -2.08
H: 3.08 1.26 0.15
H: -1.25 -1.68 -1.11

Output
expectation value of S²: 0.794
spin multiplicity: 2
charge: 0
HOMO-LUMO gap (spin up / spin down): 5.89 / 7.90 eV
E_tot: -102621.5203 eV
LUMO level (spin up / spin down): 0.3 / 0.2 eV

---

3.
Density functional theory data (the ωB97M-V functional and the def2-TZVPD basis) for a structure of composition C20H25ClMnN4S at a distorted geometry.

Positions of all 52 atoms, in Å:
Mn: -0.56 -0.60 -0.41
C: -1.04 -1.83 2.30
C: -2.43 -1.36 1.87
N: -2.49 -0.79 0.50
C: -3.28 0.46 0.47
C: -2.38 1.73 0.58
N: -1.01 1.42 0.94
C: -0.71 1.28 2.36
C: 0.35 0.21 2.56
N: 0.04 -0.99 1.79
H: -1.02 -1.89 3.40
H: -0.87 -2.83 1.92
H: -3.12 -2.20 1.96
H: -2.79 -0.60 2.57
H: -2.95 -1.46 -0.10
H: -3.82 0.51 -0.47
H: -4.03 0.45 1.27
H: -2.34 2.20 -0.40
H: -2.84 2.45 1.27
H: -0.37 2.05 0.48
H: -0.37 2.22 2.81
H: -1.63 1.02 2.88
H: 1.31 0.59 2.20
H: 0.46 -0.01 3.63
H: 0.89 -1.55 1.73
S: 3.29 1.47 -1.37
C: 3.77 0.05 -0.48
C: 5.03 -0.29 -0.03
C: 5.19 -1.50 0.63
C: 4.10 -2.36 0.79
C: 2.84 -2.01 0.34
C: 2.65 -0.78 -0.29
N: 1.46 -0.28 -0.79
C: 1.65 0.86 -1.42
C: 0.53 1.47 -2.08
C: 0.65 2.55 -2.97
C: -0.46 2.96 -3.68
C: -1.67 2.28 -3.51
C: -1.77 1.23 -2.62
C: -0.69 0.79 -1.83
H: 5.88 0.37 -0.19
H: 6.16 -1.79 0.99
H: 4.25 -3.32 1.27
H: 2.01 -2.71 0.40
H: 1.60 3.04 -3.11
H: -0.39 3.79 -4.37
H: -2.53 2.58 -4.10
H: -2.73 0.73 -2.52
Cl: -0.41 -3.33 -0.66
C: -0.99 -1.92 -1.80
H: -2.02 -2.22 -2.02
H: -0.40 -2.10 -2.70

Output
energy relative to the best compared isomer or geometry (same formula, charge and spin): 0.526 eV
expectation value of S²: 0.781
spin multiplicity: 2
charge: 0
HOMO-LUMO gap (spin up / spin down): 7.14 / 6.28 eV
E_tot: -81782.5715 eV
LUMO level (spin up / spin down): 0.5 / 0.5 eV

---

4.
Density functional theory data (the ωB97M-V functional and the def2-TZVPD basis) for an isolated molecule of C4H7NO3.

Positions of all 15 atoms, in Å:
C: -2.23 -0.03 -0.30
C: -0.06 -0.12 0.62
C: 1.91 -0.62 -0.48
C: 1.37 0.48 0.39
H: -2.65 0.13 0.70
H: -2.79 0.56 -1.02
H: -2.26 -1.11 -0.53
H: -0.47 -0.04 1.63
H: 2.82 -0.59 -1.07
H: 1.96 0.49 1.31
H: 0.56 1.84 -0.67
N: 1.23 -1.69 -0.46
O: -0.89 0.44 -0.34
O: 0.13 -1.51 0.37
O: 1.37 1.76 -0.15

Output
energy relative to the best compared isomer or geometry (same formula, charge and spin): 3.575 eV
spin multiplicity: 1
SMILES: CO[C@H]1ON=C[C@H]1O
charge: 0
HOMO-LUMO gap: 10.80 eV
E_tot: -11891.7020 eV
LUMO level: 0.8 eV

---

5.
Density functional theory data (the ωB97M-V functional and the def2-TZVPD basis) for a cluster of 2 separate species, C5H8O in total at a distorted geometry.

Positions of all 14 atoms, in Å:
C: -0.28 -1.87 0.06
C: -0.38 0.21 -0.52
C: -0.99 1.19 0.50
O: -0.97 2.57 0.15
C: 1.05 0.12 -0.52
C: 2.12 -0.43 -0.36
H: 0.26 -1.51 0.91
H: 0.26 -1.99 -0.87
H: -0.80 -2.83 0.32
H: -0.79 0.41 -1.53
H: -2.05 0.96 0.60
H: -0.50 1.04 1.47
H: -0.06 2.89 0.07
H: 3.13 -0.77 -0.28

Output
energy relative to the best compared isomer or geometry (same formula, charge and spin): 5.364 eV
spin multiplicity: 1
charge: 0
HOMO-LUMO gap: 9.76 eV
E_tot: -7356.8914 eV
LUMO level: 0.4 eV

---

6.
Density functional theory data (the ωB97M-V functional and the def2-TZVPD basis) for an isolated molecule of CH3N5OS at a distorted geometry.

Positions of all 11 atoms, in Å:
C: 0.35 -0.87 0.09
H: 0.16 1.23 2.71
H: 1.28 -1.40 -2.86
H: 0.18 -2.72 -0.23
N: 0.11 0.48 0.63
N: 0.01 1.40 -0.29
N: 0.32 0.96 -1.46
N: 0.37 -0.36 -1.37
N: 0.20 -1.99 0.63
O: 0.33 -1.05 -2.47
S: -0.85 0.82 2.03

Output
energy relative to the best compared isomer or geometry (same formula, charge and spin): 1.784 eV
spin multiplicity: 1
SMILES: [H]/N=c1\n(O)nnn1S
charge: 0
HOMO-LUMO gap: 8.90 eV
E_tot: -21413.1807 eV
LUMO level: 0.2 eV

---

7.
Density functional theory data (the ωB97M-V functional and the def2-TZVPD basis) for the ion H4N with charge +1 at a distorted geometry.

Positions of all 5 atoms, in Å:
N: -0.02 0.01 0.01
H: -0.74 -0.30 -0.66
H: 0.77 0.33 -0.62
H: -0.22 0.72 0.66
H: 0.31 -0.79 0.57

Output
energy relative to the best compared isomer or geometry (same formula, charge and spin): 0.149 eV
spin multiplicity: 1
SMILES: [NH4+]
charge: +1
HOMO-LUMO gap: 19.80 eV
E_tot: -1547.7243 eV
LUMO level: -4.8 eV

---

8.
Density functional theory data (the ωB97M-V functional and the def2-TZVPD basis) for a structure of composition C28H43BrN2P2Pd at a distorted geometry.

Positions of all 77 atoms, in Å:
C: 6.38 -5.22 -4.17
C: 5.39 -4.54 -4.89
C: 5.39 -4.62 -6.30
C: 6.45 -5.31 -6.90
N: 7.43 -5.91 -6.22
C: 7.39 -5.88 -4.88
C: 4.46 -3.75 -4.13
C: 3.76 -2.99 -3.45
C: 3.22 -1.90 -2.68
C: 2.41 -2.10 -1.56
C: 1.60 -0.99 -1.12
C: 2.10 0.42 -1.37
C: 2.93 0.56 -2.46
C: 3.52 -0.58 -3.09
Pd: 0.89 -2.04 -2.89
P: -1.87 -1.73 -1.46
H: 4.65 -4.09 -6.91
H: 6.38 -5.15 -3.07
H: 6.50 -5.35 -7.99
H: 8.17 -6.38 -4.30
H: 4.39 -0.47 -3.79
H: 2.55 -3.02 -0.98
H: 3.19 1.57 -2.76
H: 1.27 -1.06 -0.06
C: -3.37 -0.81 -0.70
C: -4.80 -1.13 -1.13
H: -3.15 0.27 -0.84
H: -3.25 -0.95 0.40
H: -5.49 -0.48 -0.58
H: -4.96 -0.96 -2.20
H: -5.11 -2.16 -0.90
C: -2.57 -2.63 -2.86
C: -1.94 -4.00 -3.03
H: -2.39 -2.04 -3.80
H: -3.68 -2.65 -2.75
H: -1.86 -4.21 -4.10
H: -0.92 -4.02 -2.64
H: -2.52 -4.80 -2.58
C: -1.86 -3.08 -0.24
C: -3.14 -3.80 0.05
H: -1.50 -2.64 0.69
H: -1.07 -3.76 -0.56
H: -2.90 -4.69 0.63
H: -3.83 -3.23 0.68
H: -3.69 -4.12 -0.83
Br: 1.74 1.65 -0.02
P: -0.92 1.87 -4.48
C: -2.18 0.60 -4.05
C: -3.51 0.78 -4.79
H: -2.35 0.59 -2.97
H: -1.71 -0.38 -4.26
H: -4.11 -0.14 -4.72
H: -4.12 1.58 -4.34
H: -3.34 1.02 -5.85
C: -0.63 2.84 -2.96
C: -0.14 4.26 -3.25
H: 0.02 2.32 -2.23
H: -1.60 2.88 -2.44
H: -0.03 4.82 -2.32
H: 0.83 4.28 -3.74
H: -0.87 4.76 -3.87
C: 0.63 0.90 -4.71
C: 0.93 0.69 -6.19
H: 0.61 -0.10 -4.17
H: 1.44 1.47 -4.22
H: 1.95 0.31 -6.31
H: 0.26 -0.05 -6.62
H: 0.83 1.63 -6.73
C: 0.01 -0.21 4.16
C: 0.10 -1.21 2.97
C: -0.58 -0.76 1.79
N: -1.13 -0.39 0.81
H: 0.73 0.61 4.00
H: 0.29 -0.79 5.08
H: -0.98 0.28 4.32
H: 1.17 -1.35 2.73
H: -0.29 -2.19 3.29

Output
energy relative to the best compared isomer or geometry (same formula, charge and spin): 2.336 eV
expectation value of S²: 6.046
spin multiplicity: 5
charge: +4
HOMO-LUMO gap (spin up / spin down): 7.85 / 5.71 eV
E_tot: -124764.2518 eV
LUMO level (spin up / spin down): -11.7 / -14.3 eV

---

Quick rundown of M, same order as above: 558.4; 751.9; 443.9; 117.1; 84.1; 133.1; 18.0; 655.9 g/mol